Record 1
A cluster of 2 separate species, C10H12ClFNO in total at a distorted geometry. Source: OMol25; level of theory: ωB97M-V/def2-TZVPD.

Energy above the lowest of the compared OMol25 structures with the same formula, charge and spin, kcal/mol: 76.97
Highest occupied orbital energy, eV: -12.490
Strongest force on any atom, eV/A: 5.52
Kohn-Sham gap, eV: 9.177

```
! RIJCOSX wB97M-V def2-TZVPD def2/J DEFGRID3
* xyz 1 1
Cl 1.1305 1.6916 2.6494
F -1.1758 -1.8658 -0.1470
O 0.4915 2.0975 -0.4919
N -0.4540 0.3645 -1.5198
C -0.4997 -2.5267 2.0356
C 0.5137 0.1052 2.4403
C 0.0287 -2.1104 3.1944
C 0.9931 0.3774 -1.9784
C -1.4044 0.8988 -2.5382
C -0.6471 -1.5255 1.0682
C 0.6414 -0.8415 3.4396
C -0.5089 1.1882 -0.2970
C 1.5087 1.6511 -1.3684
C -0.0873 -0.3210 1.2299
H 1.1850 -0.5685 -1.4893
H -0.6862 -3.5237 1.8710
H -2.4260 0.7981 -2.0455
H -1.4796 1.4954 -0.0993
H 2.3325 1.6621 -0.7646
H -1.4936 0.2455 -3.4613
H 1.6461 2.3196 -2.2688
H 1.3007 -0.5100 4.2110
H 1.0079 0.2397 -3.0487
H 0.2522 -2.7752 3.9732
H -1.2056 1.9065 -3.1009
H -0.9636 -0.4728 -1.4935
*
```

***

Record 2
A cluster of 2 separate species, C6H10O4 in total at a distorted geometry. Source: OMol25; level of theory: ωB97M-V/def2-TZVPD.

Energy above the lowest of the compared OMol25 structures with the same formula, charge and spin, kcal/mol: 137.61
Highest occupied orbital energy, eV: -9.861
Strongest force on any atom, eV/A: 6.88
Kohn-Sham gap, eV: 9.824

```
! RIJCOSX wB97M-V def2-TZVPD def2/J DEFGRID3
* xyz 0 1
O -1.8604 0.6517 0.8559
O -0.3883 -1.6455 1.4102
O 2.4979 -0.7634 -0.5841
O -1.7126 -1.3341 -1.1870
C 1.4982 -0.2745 0.4885
C 1.2363 1.2026 0.1932
C 0.3687 -1.3021 0.1969
C 0.0017 1.6350 -0.0956
C -0.5169 -0.5792 -0.7834
C -1.0683 0.7938 -0.4280
H 1.9028 -0.5646 1.5142
H 0.6197 -2.2370 -0.4912
H -0.1453 2.7610 0.1361
H 2.8026 0.4308 -1.0280
H 1.9402 1.9899 0.3687
H -1.8560 -1.6661 -0.2942
H -1.9360 1.4252 -1.0556
H -0.5029 -0.7715 2.0656
H -0.1602 -0.1955 -1.7096
H -2.7210 0.4436 0.4275
*
```

***

Record 3
A structure of composition C31H82O11Zn at a distorted geometry. Source: OMol25; level of theory: ωB97M-V/def2-TZVPD.

Energy above the lowest of the compared OMol25 structures with the same formula, charge and spin, kcal/mol: 18.77
Highest occupied orbital energy, eV: -7.526
Strongest force on any atom, eV/A: 3.05
Kohn-Sham gap, eV: 2.119

```
! RIJCOSX wB97M-V def2-TZVPD def2/J DEFGRID3
* xyz 0 1
Zn -1.5713 3.4296 -5.7427
O -1.4487 0.7067 8.5068
O -0.4741 0.4522 -8.3860
O 1.5087 -9.0175 -1.5278
O 8.2773 2.2757 -7.1723
O -5.7317 4.9144 -5.3459
O 9.2749 2.2187 4.8393
O 0.9448 7.7257 0.2852
O -6.9524 1.6593 5.9474
O -3.9077 -6.2858 -5.1472
O -0.2259 1.6917 -1.6720
O -0.4009 -4.5451 5.9611
C -5.8105 1.6743 3.7873
C -0.5027 1.6443 8.9836
C -4.1988 -6.2360 -2.8021
C 6.9354 2.3874 5.3679
C -0.2502 2.4731 7.6943
C -8.3543 1.7844 3.9053
C -0.8305 7.5367 1.7466
C 0.3120 -0.6718 -8.6005
C 8.1837 3.0673 4.6894
C 8.1149 1.1224 -4.9590
C 1.7163 0.8684 -0.3608
C -0.6839 -6.8901 5.4310
C 0.7140 0.9139 9.4941
C 0.2464 8.4161 1.3179
C -7.0416 1.2728 4.5784
C 7.3326 0.1621 -7.3042
C 0.9857 -1.2965 -7.3046
C -4.6367 -8.3389 -4.2194
C 0.3186 0.6532 -0.8378
C 2.9636 -7.5563 -2.7509
C -6.0666 6.1811 -4.7395
C -4.6900 -6.8054 -4.0890
C 7.5164 1.3944 -6.3741
C -6.7176 5.6652 -3.4422
C 2.8433 -8.7879 -1.8918
C 7.9846 3.2047 3.1498
C -0.7264 -5.4117 4.9291
C 3.3480 -10.0262 -2.5952
C -7.0467 6.9324 -5.5944
C -2.1521 -5.1878 4.3456
C -0.2073 9.7275 0.6598
H -8.2709 1.8443 2.8201
H -0.4443 -7.5825 4.6240
H 0.0727 1.8494 6.8608
H -2.9076 -5.4002 5.1021
H 3.0856 -7.8129 -3.8032
H -9.3224 1.3855 4.2081
H -0.1954 -5.1784 6.6526
H 0.1753 -6.9379 6.1000
H -6.5528 4.4268 -5.4443
H -5.7845 2.7548 3.6458
H -5.8131 1.2400 2.7876
H -6.7735 6.5122 -2.7584
H 2.1603 -0.0541 0.0134
H 7.1078 2.0777 6.3987
H 8.2475 -0.4073 -7.4679
H -6.2168 1.1926 6.3507
H -3.6757 -8.8341 -4.0802
H -2.2821 -4.1881 3.9311
H -7.1062 7.9056 -5.1071
H 7.6603 1.8014 -4.2378
H -1.4797 8.0370 2.4651
H 8.4071 4.0293 5.1507
H 0.5983 10.3885 0.3399
H -7.1571 0.1910 4.5112
H 1.4200 1.5605 10.0151
H 3.2469 -8.6931 -0.8837
H 7.5684 2.3462 2.6227
H -1.0101 2.1686 9.7934
H 2.3053 1.1067 -1.2464
H -2.1530 -5.9377 3.5545
H 6.9145 0.5483 -8.2338
H 3.8351 -6.9592 -2.4824
H 0.8679 8.5789 2.1984
H 1.4054 0.5218 8.7483
H -5.1398 6.7273 -4.5634
H -7.7043 5.2289 -3.5978
H -1.4863 -7.1387 6.1256
H 7.7857 0.1677 -4.5488
H 6.6619 2.0584 -6.2434
H -6.8618 7.0948 -6.6562
H -3.1918 -6.4238 -2.4295
H 7.3662 4.0985 3.0677
H 6.0766 3.0587 5.3631
H -6.0299 4.9610 -2.9740
H -8.4385 2.8080 4.2702
H -5.0146 -8.6253 -5.2009
H -8.0386 6.4805 -5.5979
H 0.8582 -8.6793 -2.1475
H -4.9157 1.2555 4.2477
H 1.7342 1.6313 0.4175
H 9.2032 1.0785 -4.9150
H -1.1063 3.0017 7.2751
H 1.6077 -2.1588 -7.5450
H 0.2531 -0.3050 -1.3531
H 9.1352 1.8891 -7.3622
H -0.8473 10.3051 1.3268
H 10.1357 2.6103 4.6743
H 0.4770 0.1386 10.2227
H 6.6563 1.5388 4.7434
H 6.5525 -0.5150 -6.9563
H -0.0195 -5.3012 4.1067
H -0.8647 9.5211 -0.1847
H 0.5196 6.9186 -0.0138
H -4.7911 -6.7298 -2.0317
H -0.2671 0.4215 0.0518
H -1.4500 7.4734 0.8520
H 1.6304 -0.5133 -6.9056
H 8.8772 3.4036 2.5567
H -5.6685 -6.3584 -4.2647
H -0.1949 -1.4039 -9.2291
H 2.1082 -6.8807 -2.7461
H 0.5350 3.2092 7.8669
H 3.5170 -10.8665 -1.9218
H -3.7672 -5.3892 -4.8340
H -5.2274 -8.8405 -3.4529
H -0.4796 6.5267 1.9587
H 0.1836 -1.6524 -6.6581
H 2.7561 -10.2231 -3.4890
H -1.0018 0.2513 7.7895
H 4.3459 -9.8888 -3.0117
H 1.1515 -0.3691 -9.2263
H -4.4474 -5.1754 -2.7653
*
```

***

Record 4
The ion C24H33N2O2 with charge +1. Source: OMol25; level of theory: ωB97M-V/def2-TZVPD.

Energy above the lowest of the compared OMol25 structures with the same formula, charge and spin, kcal/mol: 29.86
Structure (SMILES): c1ccc(CN2CC[NH+](CCOCCOc3ccc4c(c3)CCC4)CC2)cc1
Highest occupied orbital energy, eV: -11.120
Strongest force on any atom, eV/A: 0.90
Kohn-Sham gap, eV: 9.078

```
! RIJCOSX wB97M-V def2-TZVPD def2/J DEFGRID3
* xyz 1 1
O 1.0388 1.4406 -0.9739
O 3.7390 1.1214 -1.3933
N 1.2329 -2.5258 1.1313
N 2.5827 -0.0449 0.7527
C -2.0710 -3.0362 0.5950
C 3.0650 2.2345 -1.9397
C -2.4809 0.5039 -0.8195
C 1.7950 2.6236 -1.1735
C -2.2346 2.6909 0.1528
C -1.7732 -3.5690 -2.1018
C -0.8446 -3.4851 0.1205
C -0.7081 -3.7517 -1.2370
C -4.3702 3.0523 1.1395
C -1.1185 0.4863 -1.0743
C -3.0599 3.7717 0.7799
C -0.3265 1.5698 -0.7157
C 3.6186 0.9628 1.0573
C -4.4634 1.8700 0.1610
C 4.4567 1.3060 -0.1985
C 0.3214 -3.6638 1.0630
C -0.8762 2.6864 -0.0976
C 1.7112 -0.2927 1.9218
C -3.0343 1.6067 -0.2011
C 1.9998 -2.2830 -0.0704
C 3.1396 -1.3250 0.2624
C 0.6142 -1.2949 1.5730
C -2.9929 -3.1280 -1.6177
C -3.1410 -2.8667 -0.2658
H -4.3091 2.6752 2.1613
H 1.2655 0.6492 2.2462
H 2.3298 -0.6970 2.7263
H 1.3919 -1.8563 -0.8870
H 2.4262 -3.2257 -0.4155
H -3.2383 4.5621 0.0460
H 4.2762 0.5807 1.8408
H 0.9162 -4.5302 0.7655
H 3.7281 3.1051 -2.0044
H -5.2326 3.7114 1.0739
H -1.6543 -3.7847 -3.1529
H 3.7645 -1.7541 1.0484
H 2.7931 1.9117 -2.9464
H -3.8275 -3.0002 -2.2905
H -2.1970 -2.8391 1.6501
H 0.2310 -4.1263 -1.6191
H -0.2699 3.5355 0.1792
H 0.0300 -1.4963 2.4722
H -3.0887 -0.3379 -1.1095
H -0.0453 -3.8354 2.0779
H -4.9529 1.0010 0.5987
H 1.9903 0.3579 -0.0229
H 3.7344 -1.1321 -0.6294
H -4.0941 -2.5393 0.1225
H 3.1134 1.8523 1.4395
H -5.0202 2.1493 -0.7372
H -0.6675 -0.3578 -1.5738
H -0.0617 -0.8594 0.8164
H 1.2295 3.3463 -1.7691
H -2.5784 4.2250 1.6460
H 2.0449 3.0879 -0.2090
H 4.8375 2.3296 -0.1117
H 5.3153 0.6313 -0.2632
*
```

***

Record 5
A cluster of 2 separate species, C2H5Br in total at a distorted geometry. Source: OMol25; level of theory: ωB97M-V/def2-TZVPD.

Energy above the lowest of the compared OMol25 structures with the same formula, charge and spin, kcal/mol: 103.66
Highest occupied orbital energy (alpha / beta), eV: -7.925 / -10.443
Strongest force on any atom, eV/A: 4.22
Kohn-Sham gap (alpha / beta), eV: 7.564 / 10.581

```
! RIJCOSX wB97M-V def2-TZVPD def2/J DEFGRID3
* xyz 0 1
Br -2.2642 0.0089 0.0372
C 0.4611 -0.7897 0.0593
C -0.4467 0.1366 -0.4746
H 0.3610 -1.7198 -0.3833
H 1.3770 -0.3632 -0.1448
H -0.1829 1.1357 -0.9413
H 0.4457 2.6592 0.7057
H 0.2489 -1.0677 1.1417
*
```

***

Record 6
A structure of composition C32H35As3N2V at a distorted geometry. Source: OMol25; level of theory: ωB97M-V/def2-TZVPD.

Energy above the lowest of the compared OMol25 structures with the same formula, charge and spin, kcal/mol: 14.24
Highest occupied orbital energy (alpha / beta), eV: -13.360 / -13.358
Strongest force on any atom, eV/A: 1.86
Kohn-Sham gap (alpha / beta), eV: 7.469 / 7.483

```
! RIJCOSX wB97M-V def2-TZVPD def2/J DEFGRID3
* xyz 2 4
As 2.0755 -1.9562 -0.6011
As -0.2189 -1.9941 1.7203
As -0.2418 0.8949 -0.8709
V -0.4176 -1.5522 -0.6588
N -2.4298 -1.7120 -0.7943
N -4.4116 -2.5926 -1.0266
C 4.1668 -0.6578 2.8431
C 3.0145 3.2979 -2.0586
C -3.0951 -2.8512 -0.9643
C -4.6101 -1.2398 -0.8861
C -2.5189 -4.2208 -1.0711
C 1.5756 -1.4406 2.2144
C 3.4961 -1.1520 -1.6598
C -0.2124 -3.9009 2.1595
C 3.4594 2.5519 0.1847
C -1.1401 2.0000 0.4391
C -1.2869 1.7998 -2.2159
C 3.1790 -0.6256 3.8171
C -3.3772 -0.6983 -0.7431
C -1.2720 1.5744 -3.5835
C 1.4556 1.8503 -0.9431
C -2.8702 3.3478 -3.8540
C 2.6870 -3.8143 -0.6910
C -0.9251 2.0197 1.8064
C -2.0283 2.8926 -0.1740
C -2.1079 2.7826 -1.6446
C 3.8596 -1.0718 1.5550
C 1.8871 -1.0207 3.5027
C -2.0666 2.3602 -4.4074
C 1.8264 2.5803 -2.0662
C 2.5675 -1.4608 1.2251
C -1.6264 2.9251 2.5910
C -2.7260 3.7934 0.6225
C -1.3909 -1.4291 3.1667
C 3.8312 3.2801 -0.9374
C 2.2711 1.8383 0.1852
C -2.5270 3.7986 1.9956
C -2.8999 3.5580 -2.4821
H 3.3295 -1.3717 -2.7130
H -1.4661 2.9556 3.6606
H -5.5863 -0.7880 -0.9030
H -1.3803 -0.3528 3.3066
H -2.8754 -4.8547 -0.2582
H 4.7545 3.8442 -0.9352
H 0.3169 -4.5002 1.4222
H 3.6637 -3.8904 -0.2177
H 3.2925 3.8794 -2.9273
H 1.9696 1.2938 1.0724
H -1.0841 -1.9346 4.0802
H 3.5122 -0.0722 -1.5178
H -2.8159 -4.6918 -2.0085
H -1.4279 -4.1988 -1.0346
H -2.4043 -1.7378 2.9139
H 4.6374 -1.0726 0.8021
H -0.1869 1.3547 2.2407
H -3.0672 4.5066 2.6100
H 0.2643 -4.0329 3.1288
H 4.4482 -1.5864 -1.3633
H -3.4795 3.9639 -4.5017
H 4.0893 2.5448 1.0649
H 3.4153 -0.2973 4.8202
H 1.1908 2.5930 -2.9426
H -5.1355 -3.2821 -1.1568
H -3.4106 4.5011 0.1739
H -3.1095 0.3333 -0.5996
H 1.1188 -0.9993 4.2665
H -0.6398 0.7983 -3.9989
H -1.2464 -4.2396 2.2203
H 5.1765 -0.3543 3.0850
H -3.5363 4.3298 -2.0695
H 2.7750 -4.0984 -1.7392
H -2.0567 2.2029 -5.4774
H 2.0022 -4.5008 -0.1983
*
```